#one
The following is a DFT calculation (the ωB97M-V functional and the def2-TZVPD basis) of 3 unconnected molecules or ions with the total composition C4H12O2.

Output
LUMO	0.30	eV
SMILES string	C/C=C/C.O.O
HOMO-LUMO gap	8.71	eV

The geometry in XYZ format:
```
18
C4H12O2 (the ωB97M-V functional and the def2-TZVPD basis)
C 1.6279 -0.6367 0.4747
C 1.2632 -0.7708 1.9565
C 0.4305 -1.4323 2.8711
C 1.0843 -2.0279 4.1839
H 2.2299 0.3548 0.2586
H 2.1984 -1.4809 0.1771
H 0.5592 -0.5601 0.1625
H 2.1018 -0.2715 2.3944
H -0.6555 -1.3546 2.5997
H 1.8106 -1.4972 4.9006
H 0.3277 -2.0969 4.8438
H 1.7796 -2.8266 3.7579
O -1.8646 3.8215 -4.8731
H -1.8870 2.8330 -4.9489
H -2.0782 3.9252 -3.9434
O -3.2569 1.6228 -5.1747
H -2.9136 1.6411 -4.1843
H -2.7573 0.7571 -5.4564
```



#two
The following is a DFT calculation (the ωB97M-V functional and the def2-TZVPD basis) of 3 unconnected molecules or ions with the total composition C4H12O2.

Output
LUMO	0.90	eV
SMILES string	C=C(C)C.O.O
HOMO-LUMO gap	9.65	eV

The geometry in XYZ format:
```
18
C4H12O2 (the ωB97M-V functional and the def2-TZVPD basis)
C 0.0863 1.7429 -0.2848
C -0.1902 0.5093 0.1452
C -0.7495 0.2974 1.5291
C -0.0566 -0.7507 -0.6731
H 0.1111 2.0362 -1.3187
H 0.0888 2.4535 0.5338
H -0.0443 0.4410 2.3521
H -1.1342 -0.7184 1.6589
H -1.6192 0.9263 1.7294
H -1.0044 -1.0160 -1.1426
H 0.2091 -1.5519 0.0260
H 0.7727 -0.7966 -1.3602
O -2.8622 -3.8756 -2.6775
H -2.9293 -3.8362 -3.6384
H -2.8561 -4.8252 -2.5324
O 3.8520 3.0393 1.5601
H 4.0820 3.7049 2.2149
H 4.2441 2.2199 1.8783
```



#two (3.142 eV below the next structure)



#one
The following is a DFT calculation (the ωB97M-V functional and the def2-TZVPD basis) of a molecular structure, C5H11N3O.

Output
LUMO (alpha / beta)	0.50 / 0.50	eV
HOMO-LUMO gap (alpha / beta)	7.87 / 7.87	eV

The geometry in XYZ format:
```
20
C5H11N3O (the ωB97M-V functional and the def2-TZVPD basis)
C -1.4539 0.6889 -0.0397
C -1.0148 -0.0413 -1.2502
C -2.5819 0.1855 0.7904
C 1.9269 -1.3769 0.7196
C 1.1606 -0.3812 -0.1166
N 1.9276 0.2052 -1.1401
N 0.6948 0.9897 1.0795
N -0.1549 -0.6997 -0.2880
O 1.1139 2.0344 0.7308
H -1.2248 1.7431 0.0158
H 1.4359 0.8465 -1.7466
H 2.7571 0.6827 -0.8114
H -1.7310 -0.7381 -1.6887
H -0.5519 0.5704 -2.0295
H -2.5734 -0.9036 0.8280
H -2.5350 0.5726 1.8086
H -3.5392 0.5037 0.3551
H 1.3232 -1.6660 1.5768
H 2.1551 -2.2693 0.1318
H 2.8657 -0.9467 1.0746
```



#two
The following is a DFT calculation (the ωB97M-V functional and the def2-TZVPD basis) of 2 unconnected molecules or ions with the total composition C5H11N3O.

Output
LUMO	-1.24	eV
HOMO-LUMO gap	6.96	eV

The geometry in XYZ format:
```
20
C5H11N3O (the ωB97M-V functional and the def2-TZVPD basis)
C -2.9860 0.6073 -0.4980
C -1.9586 -1.3871 0.1076
C 0.3220 1.1417 0.5565
C 1.4923 0.2244 0.4325
C 2.6950 0.2564 -0.3637
H -3.9242 0.7716 -1.3697
H -3.1596 1.4990 0.3687
H -2.0364 0.9247 -1.1620
H -2.2309 -2.4633 0.4572
H -0.0974 -2.0870 0.1866
H -0.0992 1.1962 1.6322
H 0.0240 2.0256 -0.0021
H 1.8156 -0.3808 1.2595
H 2.5785 0.7397 -1.3467
H 3.4559 1.0126 0.1771
H 4.5927 -1.1382 -0.0432
N -3.1307 -0.6887 0.0195
N -0.5877 -1.1206 0.2404
N 0.1703 0.0318 -0.2628
O 3.0645 -1.1654 -0.3897
```



#three
The following is a DFT calculation (the ωB97M-V functional and the def2-TZVPD basis) of C5H11N3O in the gas phase.

Output
LUMO	0.92	eV
SMILES string	[H]/N=C/C(C)=C(\N)N(C)O
HOMO-LUMO gap	8.70	eV

The geometry in XYZ format:
```
20
C5H11N3O (the ωB97M-V functional and the def2-TZVPD basis)
H -3.5845 1.4518 1.0488
N -2.6619 1.0024 1.1075
C -2.0944 0.9606 -0.0425
C -0.6746 0.2348 -0.4070
C -0.4374 -0.0286 -1.8508
C 0.1299 0.2017 0.6418
N 0.0069 0.8230 1.8591
N 1.4846 -0.4719 0.4740
C 1.7177 -1.7599 -0.1459
O 2.5977 0.3706 0.3188
H -2.5820 1.4140 -0.9229
H -0.7931 -1.0236 -2.1311
H -0.9461 0.7100 -2.4791
H 0.6281 0.0519 -2.0901
H -0.9874 0.9707 2.0814
H 0.4822 0.2793 2.5720
H 1.7998 -1.6890 -1.2348
H 2.6530 -2.1925 0.2290
H 0.9085 -2.4505 0.1118
H 2.3531 1.1451 0.8599
```



#four
The following is a DFT calculation (the ωB97M-V functional and the def2-TZVPD basis) of C5H11N3O in the gas phase.

Output
LUMO	0.37	eV
SMILES string	C/N=C\N=C(\C)N(C)O
HOMO-LUMO gap	9.30	eV

The geometry in XYZ format:
```
20
C5H11N3O (the ωB97M-V functional and the def2-TZVPD basis)
C 1.9180 -0.9812 -1.2022
N 1.6414 0.1407 -2.3292
C 0.7015 0.8630 -1.7836
N -0.4498 0.5331 -1.1752
C -0.7450 -0.0757 -0.0525
C -1.8471 -0.8264 0.0231
N 0.1053 0.0704 1.0830
C -0.7424 0.7962 2.1855
O 0.9037 1.3676 0.6731
H 1.1608 -1.9898 -0.8467
H 2.7668 -1.7151 -1.6185
H 2.1664 -0.5154 -0.1722
H 0.4328 1.7574 -2.6455
H -1.6484 -1.5466 0.8069
H -2.9615 -0.3273 0.4075
H -2.0252 -1.3842 -1.0717
H -0.0895 1.3276 3.0285
H -1.2035 -0.0791 2.5563
H -1.7331 1.5492 1.8037
H 1.6490 1.0355 0.3298
```



#three (1.620 eV below the next structure)



#one
The following is a DFT calculation (the ωB97M-V functional and the def2-TZVPD basis) of C5H11N3O in the gas phase.

Output
LUMO	0.94	eV
SMILES string	C/C=C\N(O)/C(C)=N/N
HOMO-LUMO gap	8.71	eV

The geometry in XYZ format:
```
20
C5H11N3O (the ωB97M-V functional and the def2-TZVPD basis)
C 0.8810 1.5862 -1.8191
C 0.5838 0.1543 -2.2727
C 0.5971 -0.8837 -1.4891
N 0.7215 -0.8407 -0.1186
O 1.5954 -1.8183 0.2591
C -0.2165 -0.4157 0.8597
C -1.2755 0.6023 0.4796
N -0.0315 -0.9286 2.0036
N -1.0763 -0.6992 2.9480
H -0.1075 2.0768 -1.4260
H 1.5216 1.4334 -0.8844
H 1.4139 2.1051 -2.6889
H 0.4251 -0.0858 -3.3261
H 0.4608 -1.8724 -1.9912
H 1.2442 -1.9634 1.2071
H -2.2277 0.4128 1.0795
H -0.9683 1.6190 0.7672
H -1.4379 0.5869 -0.5813
H -1.0528 -1.3135 3.7015
H -1.0507 0.2446 3.2923
```



#two
The following is a DFT calculation (the ωB97M-V functional and the def2-TZVPD basis) of 2 unconnected molecules or ions with the total composition C5H11N3O.

Output
LUMO	0.79	eV
HOMO-LUMO gap	8.82	eV

The geometry in XYZ format:
```
20
C5H11N3O (the ωB97M-V functional and the def2-TZVPD basis)
C -0.8722 0.5754 -0.9160
C -0.1948 -0.9788 1.0476
C -0.0447 -2.3577 0.5702
C 2.0989 1.2675 -1.9361
C -2.0500 0.4955 1.7126
N -0.1646 1.0775 -1.6769
N 0.8147 -0.2511 1.1964
N 0.7826 1.6553 -2.2245
O -1.5588 -0.8106 1.2935
H -1.7347 -0.0223 -0.8598
H 1.0230 -2.5258 0.3472
H -0.6657 -2.5728 -0.3695
H -0.4207 -2.9462 1.3865
H 2.2765 0.1152 -2.3295
H 2.6954 1.9458 -2.5472
H 2.3695 1.1993 -0.8925
H -2.6070 0.3867 2.6987
H -2.6604 0.9757 0.9740
H -1.1942 1.0817 1.8826
H 0.7061 0.6787 1.7090
```



#one (1.216 eV below the next structure)



#one
The following is a DFT calculation (the ωB97M-V functional and the def2-TZVPD basis) of C5H11N3O in the gas phase.

Output
LUMO	0.65	eV
SMILES string	NC(=O)[C@@H]1[C@H](N)C[C@@H]1N
HOMO-LUMO gap	9.93	eV

The geometry in XYZ format:
```
20
C5H11N3O (the ωB97M-V functional and the def2-TZVPD basis)
N -2.1045 -0.6757 0.2809
C -1.1660 -0.0845 1.1025
O -1.4313 0.6687 1.9981
C 0.4596 0.0021 0.7506
C 0.6921 1.2901 -0.0698
N -0.0672 2.3886 0.2697
C 0.6872 0.5790 -1.2516
C 0.9438 -0.8182 -0.4661
N 0.4818 -2.0654 -1.0475
H -1.6757 -1.6009 -0.0321
H -3.0431 -0.8289 0.4496
H 0.8346 -0.1288 1.6706
H 1.6683 1.5031 0.2864
H -0.0600 2.3351 1.4321
H -1.0328 1.8949 0.4990
H 1.4023 0.9676 -1.8783
H -0.4457 0.5924 -1.4387
H 1.9109 -1.0632 -0.1813
H 1.0816 -2.2000 -1.9925
H 0.8641 -2.7560 -0.3817
```



#two
The following is a DFT calculation (the ωB97M-V functional and the def2-TZVPD basis) of C5H11N3O in the gas phase.

Output
LUMO	0.77	eV
SMILES string	[H]/N=C(/C(C)=C\N)N(C)O
HOMO-LUMO gap	8.74	eV

The geometry in XYZ format:
```
20
C5H11N3O (the ωB97M-V functional and the def2-TZVPD basis)
H -1.8566 -1.6711 -1.3862
N -0.9521 -1.2726 -1.6561
C -0.4845 -0.6351 -0.6201
C 0.8727 -0.0471 -0.6615
C 1.9866 -0.9390 -1.1109
C 1.0585 1.2094 -0.1932
N 0.1646 2.2328 -0.0296
N -1.2978 -0.4902 0.5033
C -0.8414 -0.4752 1.8790
O -2.4245 0.3272 0.2877
H 1.7775 -1.3670 -2.0960
H 2.1323 -1.7581 -0.3984
H 2.9393 -0.4044 -1.1926
H 2.0796 1.5822 -0.0974
H -0.8060 1.9409 0.0814
H 0.4486 2.9628 0.6173
H -1.6512 -0.8133 2.5344
H 0.0009 -1.1605 2.0143
H -0.5590 0.5309 2.1988
H -2.5875 0.2473 -0.6742
```



#three
The following is a DFT calculation (the ωB97M-V functional and the def2-TZVPD basis) of 2 unconnected molecules or ions with the total composition C5H11N3O.

Output
LUMO	0.58	eV
SMILES string	NCCc1cnc[nH]1.O
HOMO-LUMO gap	9.53	eV

The geometry in XYZ format:
```
20
C5H11N3O (the ωB97M-V functional and the def2-TZVPD basis)
N -1.8663 1.3455 -2.0957
C -2.0274 1.1629 -0.6418
C -1.8122 -0.2871 -0.1959
C -0.3956 -0.6989 -0.0410
C 0.6597 -0.6785 -0.9058
N 1.8018 -1.1327 -0.3025
C 1.4549 -1.4339 0.9148
N 0.1395 -1.1782 1.1329
H -1.0052 1.8170 -2.3334
H -1.8754 0.4638 -2.5987
H -1.2604 1.7650 -0.1540
H -3.0523 1.4539 -0.4230
H -2.3338 -0.4556 0.7562
H -2.4458 -0.9366 -0.8134
H 0.5907 -0.3620 -1.9377
H 2.1096 -1.9137 1.6284
H -0.4029 -1.3096 1.9740
O 2.2195 1.7133 1.7788
H 1.5042 2.1181 1.2743
H 1.8920 0.7992 1.8566
```



#three (2.557 eV below the next structure)



#one
The following is a DFT calculation (the ωB97M-V functional and the def2-TZVPD basis) of a molecular structure, C5H11N3O.

Output
LUMO	0.85	eV
HOMO-LUMO gap	9.51	eV

The geometry in XYZ format:
```
20
C5H11N3O (the ωB97M-V functional and the def2-TZVPD basis)
C -0.9259 -0.1477 -0.7790
C 0.1644 -1.1907 -0.6042
C 0.2774 0.1337 1.3598
C 0.1163 0.7336 -0.0116
C 1.1844 -0.0623 -0.8874
H -2.7718 0.4292 -0.0514
H -2.6744 -1.3701 -0.3316
H -1.2181 0.3299 -1.7056
H 0.1380 -2.1617 -1.0091
H -0.2834 -1.7569 1.3279
H 1.1703 0.4389 1.8205
H -0.5464 0.2023 2.0740
H -0.0865 2.5432 -0.8497
H 0.8561 2.6746 0.4813
H 1.4087 0.0938 -1.9673
H 2.3601 -0.9987 0.3540
N -2.1158 -0.4720 0.0387
N 0.5182 -1.2577 0.8739
N 0.0038 2.1128 0.0962
O 2.4244 -0.2742 -0.2292
```



#two
The following is a DFT calculation (the ωB97M-V functional and the def2-TZVPD basis) of a molecular structure, C5H11N3O.

Output
LUMO	0.42	eV
HOMO-LUMO gap	9.38	eV

The geometry in XYZ format:
```
20
C5H11N3O (the ωB97M-V functional and the def2-TZVPD basis)
C 1.5360 1.2126 1.9776
C 0.1139 -0.8428 1.1791
C -0.1163 -0.2137 -0.0837
C 0.7821 -0.6912 -1.3156
C -2.6801 -0.0887 -2.1816
H 1.8958 1.9401 1.2044
H 2.1028 1.2712 2.9874
H 0.4340 1.5925 2.2236
H 2.4994 -0.5376 1.3511
H -0.4176 -0.2150 1.8545
H 0.1681 -1.9640 1.4459
H -0.5195 0.8660 0.1029
H 1.2773 -0.0397 -1.9793
H 1.1630 -1.7162 -0.9264
H -0.9046 1.1527 -1.9563
H -3.0387 -1.0528 -1.6116
N 1.4370 -0.2927 1.7384
N -0.7085 -0.9820 -1.2341
N -1.3298 -0.0570 -2.1133
O -3.6941 0.6584 -2.6631
```



#one (4.303 eV below the next structure)